Record 1
ORCA calculation (the ωB97M-V functional and the def2-TZVPD basis) on 8 unconnected molecules or ions with the total composition C3H21NO8S at a distorted geometry.

Calculated values
- E_LUMO: 5.54 eV
- HOMO: -0.0190 hartree

Geometry as ORCA input:
```
! wB97M-V def2-TZVPD RIJCOSX def2/J DEFGRID3
* xyz -2 1
C 1.399 1.582 0.169
C 2.607 0.711 -0.298
S 3.317 1.325 -1.863
N 0.128 0.833 -0.173
C -1.057 1.541 -0.401
O -2.129 1.470 0.643
H 1.498 1.758 1.250
H 1.335 2.529 -0.310
H 2.382 -0.365 -0.419
H 3.360 0.810 0.486
H 0.085 -0.035 0.354
H -1.681 0.893 -1.095
H -0.893 2.623 -0.624
H -1.453 -2.071 1.314
H -2.383 -0.864 0.967
O -2.296 -1.817 0.771
H 0.102 -0.794 -1.451
H -0.639 -1.916 -0.727
O -0.183 -1.746 -1.569
H 0.435 1.333 -3.267
H -0.989 0.857 -2.926
O -0.530 1.446 -3.492
H -0.458 0.710 3.262
H -1.747 1.163 1.469
O -1.235 0.312 2.890
H -0.866 -0.503 2.480
H -0.780 -2.481 3.145
O -0.237 -2.156 2.409
H 0.762 -1.351 3.051
H 2.019 -1.533 3.664
O 1.454 -0.788 3.681
H -3.546 -2.175 -1.316
H -2.207 -2.315 -1.884
O -3.136 -2.523 -2.116
*
```

---

Record 2
ORCA calculation (the ωB97M-V functional and the def2-TZVPD basis) on 2 unconnected molecules or ions with the total composition H3OPS at a distorted geometry.

Calculated values
- E_LUMO (spin up / spin down): -0.95 / -0.18 eV
- HOMO (spin up / spin down): -0.3676 / -0.2999 hartree

Geometry as ORCA input:
```
! wB97M-V def2-TZVPD RIJCOSX def2/J DEFGRID3
* xyz 0 1
O 1.155 0.935 0.431
P 0.178 0.342 -0.793
S -0.221 -1.753 -0.162
H 1.750 0.311 0.657
H -2.425 1.759 -1.301
H -0.437 -1.593 1.168
*
```

---

Record 3
ORCA calculation (the ωB97M-V functional and the def2-TZVPD basis) on a molecular structure, C15H22AsBN6NiS4 at a distorted geometry.

Calculated values
- E_LUMO (spin up / spin down): 4.08 / 4.08 eV
- HOMO (spin up / spin down): -0.0288 / -0.0277 hartree
- ⟨S²⟩: 2.01

Geometry as ORCA input:
```
! wB97M-V def2-TZVPD RIJCOSX def2/J DEFGRID3
* xyz -2 3
Ni -0.215 1.587 -0.926
C 0.965 2.956 2.489
C 1.013 1.460 2.360
C 1.548 0.504 3.249
C 1.288 -0.685 2.656
C 1.617 -2.059 3.138
N 0.583 -0.477 1.500
N 0.386 0.864 1.365
B 0.028 -1.375 0.388
N -1.422 -0.968 0.151
N -1.708 0.245 -0.362
C -2.990 0.495 -0.214
C -3.689 1.655 -0.774
C -3.546 -0.655 0.391
C -2.553 -1.530 0.638
C -2.535 -2.891 1.255
N 0.918 -1.174 -0.870
N 1.210 0.058 -1.203
C 2.238 0.090 -2.056
C 2.748 1.350 -2.607
C 2.665 -1.257 -2.207
C 1.781 -2.022 -1.484
C 1.600 -3.519 -1.572
H 1.717 3.354 1.812
H 1.140 3.314 3.533
H 0.078 3.433 2.089
H 2.190 0.661 4.138
H 2.072 -2.224 4.099
H 2.388 -2.524 2.509
H 0.790 -2.761 3.027
H 0.025 -2.543 0.719
H -3.441 2.546 -0.229
H -4.807 1.414 -0.663
H -3.508 1.840 -1.809
H -4.606 -0.828 0.577
H -3.423 -2.963 1.918
H -1.731 -3.108 1.967
H -2.526 -3.692 0.527
H 2.012 2.008 -3.020
H 3.444 1.168 -3.447
H 3.250 1.944 -1.825
H 3.488 -1.562 -2.905
H 2.437 -4.057 -1.082
H 1.554 -3.841 -2.663
H 0.666 -3.744 -1.055
S -3.085 4.753 -2.800
As -1.077 4.067 -2.772
S -0.999 1.893 -3.199
S -0.336 3.841 -0.691
S 0.356 4.964 -4.058
*
```

---

Record 4
ORCA calculation (the ωB97M-V functional and the def2-TZVPD basis) on a molecular structure, C38H37AuNOSb at a distorted geometry.

Calculated values
- E_LUMO: -8.65 eV
- HOMO: -0.4915 hartree

Geometry as ORCA input:
```
! wB97M-V def2-TZVPD RIJCOSX def2/J DEFGRID3
* xyz 2 1
Au 2.300 -0.694 0.433
C 1.320 -1.304 4.516
C 1.534 -0.029 5.017
C 1.725 1.045 4.157
C 1.739 0.854 2.780
C 1.596 -0.456 2.317
C 1.360 -1.529 3.139
C 1.898 1.922 1.788
C 1.855 3.293 2.085
C 1.958 4.199 1.071
C 2.071 3.766 -0.268
C 2.128 4.655 -1.367
C 2.215 4.175 -2.640
C 2.273 2.782 -2.871
C 2.227 1.899 -1.830
C 2.115 2.374 -0.508
N 2.043 1.504 0.540
H 1.150 -2.136 5.185
H 1.566 0.131 6.086
H 1.905 2.032 4.565
H 1.222 -2.530 2.750
H 1.722 3.623 3.106
H 1.926 5.262 1.277
H 2.091 5.721 -1.177
H 2.252 4.855 -3.480
H 2.356 2.415 -3.885
H 2.281 0.830 -1.999
C 5.815 -2.692 0.280
C 4.442 -3.056 -0.224
O 3.747 -1.898 -0.798
H 6.261 -3.562 0.761
H 5.773 -1.882 1.010
H 6.470 -2.396 -0.542
H 3.801 -3.426 0.573
H 4.499 -3.816 -1.002
H 4.374 -1.419 -1.354
C -1.970 -2.282 2.877
C -3.199 -1.815 2.141
C -4.463 -1.938 2.712
C -5.598 -1.507 2.041
C -5.499 -0.933 0.782
C -4.252 -0.792 0.191
C -3.125 -1.240 0.874
Sb -1.293 -0.946 -0.148
C -1.398 1.171 -0.311
C -1.181 1.798 0.918
C -1.324 3.167 1.039
C -1.655 3.918 -0.083
C -1.874 3.293 -1.296
C -1.761 1.907 -1.444
C -2.078 1.314 -2.792
C -1.549 -2.034 -1.935
C -2.624 -2.920 -1.994
C -2.812 -3.691 -3.131
C -1.915 -3.590 -4.184
C -0.831 -2.723 -4.106
C -0.613 -1.950 -2.973
C 0.597 -1.068 -2.865
H -2.234 -2.733 3.832
H -1.296 -1.445 3.073
H -1.427 -3.029 2.290
H -4.555 -2.376 3.698
H -6.569 -1.619 2.505
H -6.383 -0.597 0.257
H -4.168 -0.337 -0.790
H -0.924 1.208 1.794
H -1.194 3.645 2.001
H -1.764 4.993 -0.005
H -2.164 3.880 -2.160
H -1.321 1.599 -3.526
H -3.032 1.703 -3.151
H -2.147 0.230 -2.773
H -3.320 -3.000 -1.169
H -3.649 -4.373 -3.187
H -2.047 -4.203 -5.065
H -0.134 -2.661 -4.932
H 1.104 -0.976 -3.824
H 1.309 -1.495 -2.146
H 0.325 -0.065 -2.524
*
```

---

Record 5
ORCA calculation (the ωB97M-V functional and the def2-TZVPD basis) on 2 unconnected molecules or ions with the total composition C7H15NO at a distorted geometry.

Calculated values
- SMILES: C/C=C/C(N)=C/CC.O
- E_LUMO: 0.58 eV
- HOMO: -0.2761 hartree

Geometry as ORCA input:
```
! wB97M-V def2-TZVPD RIJCOSX def2/J DEFGRID3
* xyz 0 1
C -3.047 0.887 1.331
C -2.143 -0.173 1.996
N 0.431 0.698 0.915
C -0.222 -0.429 0.391
C -1.361 -0.874 0.911
C 1.950 -1.643 -2.633
C 1.571 -0.939 -1.362
C 0.386 -1.064 -0.782
H -2.437 1.527 0.722
H -3.886 0.380 0.836
H -3.569 1.498 2.066
H -2.645 -0.858 2.679
H -1.461 0.368 2.623
H -0.141 1.467 1.215
H 1.255 0.990 0.399
H -1.916 -1.740 0.536
H 1.739 -2.720 -2.582
H 2.993 -1.521 -2.871
H 1.340 -1.262 -3.461
H 2.386 -0.371 -0.921
H -0.329 -1.675 -1.324
H 3.322 2.525 -0.952
H 3.139 2.528 0.545
O 2.644 2.400 -0.278
*
```

---

Record 6
ORCA calculation (the ωB97M-V functional and the def2-TZVPD basis) on 2 unconnected molecules or ions with the total composition C3H2F2 at a distorted geometry.

Calculated values
- E_LUMO: 0.11 eV
- HOMO: -0.3831 hartree

Geometry as ORCA input:
```
! wB97M-V def2-TZVPD RIJCOSX def2/J DEFGRID3
* xyz 0 1
C -1.527 0.359 -0.806
C -1.208 -0.521 -0.089
C 1.325 0.303 0.717
F 2.114 -0.495 1.418
F 1.854 0.312 -0.458
H -1.938 1.126 -1.434
H -0.620 -1.084 0.652
*
```

---

Record 7
ORCA calculation (the ωB97M-V functional and the def2-TZVPD basis) on a molecular structure, C30H28N2RuSi at a distorted geometry.

Calculated values
- E_LUMO (spin up / spin down): -3.49 / -7.34 eV
- HOMO (spin up / spin down): -0.3239 / -0.3995 hartree
- ⟨S²⟩: 8.83

Geometry as ORCA input:
```
! wB97M-V def2-TZVPD RIJCOSX def2/J DEFGRID3
* xyz 1 6
C -0.791 -1.174 1.207
C -1.284 -1.286 -0.136
C -0.459 -2.193 -0.856
H -2.182 -0.788 -0.484
C 0.600 -2.640 0.012
C 0.301 -2.118 1.325
H 0.718 -2.435 2.270
H -1.225 -0.552 1.988
H -0.612 -2.493 -1.891
H 1.450 -3.259 -0.265
Ru 0.969 -0.477 0.128
C -0.785 1.295 -2.020
H -0.374 0.281 -1.867
H -0.417 1.951 -1.228
H -0.451 1.677 -3.002
Si -2.833 1.510 -2.127
C -3.419 3.142 -1.310
C -4.300 2.836 -0.245
H -4.598 1.802 -0.067
C -4.858 3.802 0.588
H -5.544 3.517 1.389
C -4.590 5.150 0.341
H -5.068 5.916 0.948
C -3.690 5.500 -0.669
H -3.479 6.559 -0.856
C -3.100 4.506 -1.482
H -2.424 4.806 -2.282
C -3.501 0.508 -3.581
C -4.888 0.373 -3.797
H -5.536 1.232 -3.633
C -5.434 -0.860 -4.176
H -6.511 -1.013 -4.161
C -4.600 -1.917 -4.540
H -5.006 -2.889 -4.792
C -3.217 -1.720 -4.556
H -2.558 -2.550 -4.823
C -2.686 -0.471 -4.190
H -1.633 -0.232 -4.350
H 1.471 -0.654 -1.353
H -3.596 0.684 -1.206
C 1.596 4.035 0.025
C 0.995 2.818 0.382
N 1.674 1.642 0.349
C 3.026 1.696 0.302
C 3.736 2.915 0.052
C 2.968 4.074 -0.188
C 5.168 2.872 0.059
C 5.845 1.712 0.357
C 5.165 0.488 0.622
C 5.815 -0.703 0.978
C 5.075 -1.843 1.216
C 3.699 -1.813 1.002
N 3.048 -0.673 0.679
C 3.746 0.481 0.532
H 0.949 4.912 -0.109
H -0.076 2.796 0.611
H 3.449 5.000 -0.501
H 5.705 3.794 -0.180
H 6.932 1.709 0.413
H 6.897 -0.705 1.049
H 5.515 -2.787 1.521
H 3.096 -2.714 1.078
*
```

---

Record 8
ORCA calculation (the ωB97M-V functional and the def2-TZVPD basis) on 2 unconnected molecules or ions with the total composition C3H5IO at a distorted geometry.

Calculated values
- E_LUMO (spin up / spin down): 0.13 / 0.01 eV
- HOMO (spin up / spin down): -0.3006 / -0.3092 hartree

Geometry as ORCA input:
```
! wB97M-V def2-TZVPD RIJCOSX def2/J DEFGRID3
* xyz 0 1
C 1.765 0.542 1.071
C -0.409 0.414 -0.596
C -0.893 -0.983 -0.652
O 2.909 0.326 1.317
I -1.354 1.788 0.647
H 1.071 1.094 1.750
H -0.025 0.863 -1.497
H -1.782 -1.064 -1.290
H -1.167 -1.364 0.331
H -0.115 -1.616 -1.080
*
```